Record 1
Computed, not measured: a molecular structure, H31O15, with ωB97M-V/def2-TZVPD.

Geometry as XYZ:
```
46
Properties=species:S:1:pos:R:3:forces:R:3
O 3.354 1.969 -1.111 0.081 0.140 0.597
H 2.709 1.067 0.914 0.425 1.465 -1.045
H 3.818 2.553 -0.494 -0.033 -0.251 -0.005
O -3.416 -1.687 -1.396 0.284 0.251 0.226
H 1.574 -1.606 -0.461 -1.288 -0.152 1.028
H -3.288 -0.830 -0.987 -0.017 0.687 -0.117
O 1.796 0.109 -3.381 0.164 0.307 -0.237
H -0.731 -4.667 -0.114 0.115 -0.205 -0.087
H -0.430 -1.042 4.835 0.271 -0.422 -0.239
O -2.930 2.455 0.344 -1.648 -1.509 -1.636
H -2.081 -2.077 -0.458 -0.222 -0.799 0.362
H -2.077 2.822 0.548 -0.402 0.576 1.404
O 2.552 1.072 1.837 -0.390 -2.349 1.743
H 1.141 -0.282 0.205 -0.537 0.661 0.763
H 2.479 1.841 2.387 0.045 0.913 -0.847
O -0.984 0.687 0.643 0.004 -0.297 0.487
H 1.303 -0.691 -3.593 -0.113 0.126 0.369
H 1.545 0.434 -2.510 -0.115 -0.349 -0.099
O 0.191 -4.919 0.025 0.072 0.437 0.035
H -1.788 0.209 0.421 -0.019 0.277 -0.226
H -0.560 1.621 -3.908 0.018 0.169 -1.631
O -1.254 4.109 -0.825 0.372 -0.659 -0.973
H -4.352 -1.657 -1.594 -0.386 -0.487 -0.190
H -2.285 1.564 -4.097 0.709 0.244 -1.326
O -1.270 -2.085 0.096 0.012 0.338 -0.861
H -0.970 3.186 -0.926 0.367 0.085 -0.104
H 2.586 -3.051 -2.040 -0.067 -0.254 0.311
O 2.869 -2.460 1.822 0.344 -0.403 2.354
H -1.966 4.076 -1.480 -0.186 0.574 0.268
O 0.900 -1.213 0.245 0.838 -0.245 -2.524
H -0.223 -1.391 -0.129 1.457 -0.337 1.379
H 3.129 -3.252 2.317 0.180 -1.084 -1.267
O -1.458 1.536 -3.632 -0.631 -0.443 3.023
H -1.235 -2.621 0.892 -0.421 0.143 -0.048
H -1.208 0.966 1.548 0.559 0.250 -0.259
O 1.779 -2.765 -1.598 -0.264 0.570 0.149
H 0.357 -4.780 0.965 0.028 -0.165 -0.015
H 1.447 -3.426 -0.968 0.316 -0.615 -0.414
O -0.737 -0.391 4.197 -0.247 0.225 0.699
H 3.287 2.521 -1.889 -0.116 0.021 -0.528
H -0.520 4.060 2.392 -0.032 0.142 -0.284
O -0.637 3.408 1.695 0.428 0.010 -0.481
H -0.525 3.850 0.818 -0.076 0.154 1.274
H -3.676 2.541 0.935 0.646 0.665 0.577
H 2.913 -2.000 2.690 -0.453 1.394 -1.111
H -1.128 0.237 4.823 -0.070 0.204 -0.496
```
Forces are in eV/Å.

Its charge is +1. The energy above the lowest of the compared OMol25 structures with the same formula, charge and spin comes out at 3.525 eV.


Record 2
Computed, not measured: 17 unconnected molecules or ions with the total composition H32NO19, with ωB97M-V/def2-TZVPD.

Geometry as XYZ:
```
52
Properties=species:S:1:pos:R:3:forces:R:3
N -0.170 -0.337 -0.038 0.671 5.471 5.466
O 1.077 -0.205 0.006 1.291 -1.756 -1.912
O -0.779 0.379 -0.816 -1.521 -0.487 -4.377
O -0.708 -0.453 1.073 -0.187 -3.270 0.418
O 2.062 0.128 2.687 0.793 0.424 -0.358
H 1.318 0.097 3.275 -0.541 -0.327 0.376
H 1.658 0.065 1.810 0.214 -0.092 0.041
O 2.236 -2.534 0.617 0.595 -1.278 -0.408
H 1.992 -2.698 1.528 -0.074 0.635 0.090
H 1.916 -1.682 0.307 -0.192 0.212 0.481
O -0.815 -3.526 0.965 1.010 -0.456 0.321
H -0.496 -3.049 0.180 0.087 -0.190 0.220
H -0.226 -3.270 1.706 -0.416 -0.167 -0.792
O -0.473 1.562 3.605 -0.359 -0.480 1.532
H -0.500 1.886 2.716 -0.378 0.297 -1.354
H 0.170 2.083 4.076 0.365 0.190 0.164
O -0.191 -1.144 3.822 0.723 -1.307 -0.038
H -0.128 -1.178 4.768 -0.098 -0.151 0.666
H -0.574 -0.303 3.637 -0.493 1.502 -0.193
O -0.851 2.420 1.079 0.628 1.172 1.289
H 0.064 2.730 1.168 -0.220 0.130 -0.367
H -0.828 1.881 0.304 -0.236 -0.777 -1.240
O -0.540 -2.771 -1.571 1.433 0.009 0.082
H -0.734 -3.648 -1.885 -0.216 -0.491 -0.157
H -1.283 -2.227 -1.737 -1.276 0.675 -0.243
O 1.111 -0.431 -3.396 -0.690 -1.528 -0.044
H 1.475 0.371 -3.684 1.249 1.773 -0.817
H 0.194 -0.113 -3.314 -0.245 -0.419 0.563
O 3.542 0.945 0.023 1.531 0.526 0.683
H 2.662 1.178 -0.208 -1.011 0.439 -0.209
H 3.616 0.046 -0.292 -0.016 -0.466 -0.155
O -1.332 0.588 -3.579 0.419 0.711 -0.504
H -1.883 -0.110 -3.237 -0.496 -0.276 0.021
H -1.252 0.501 -4.537 -0.412 -0.207 0.182
O -3.224 1.791 -1.198 -3.425 -0.166 -0.209
H -2.854 2.640 -1.128 1.283 1.371 -0.041
H -2.574 1.137 -1.228 1.827 -1.197 0.321
O -1.062 3.348 -2.109 -1.202 1.368 3.004
H -0.917 4.116 -2.609 0.447 1.268 -1.171
H -0.900 2.596 -2.600 0.700 -2.415 -1.777
O -3.197 0.192 1.617 -0.895 1.315 0.465
H -2.248 0.083 1.554 0.286 -0.381 -0.303
H -3.281 1.162 1.711 -0.134 -0.706 -0.211
O 3.419 -0.846 -1.978 -0.217 -0.853 0.210
H 2.584 -0.717 -2.456 -0.067 -0.203 0.088
H 4.089 -0.320 -2.388 0.486 0.494 -0.440
O -2.310 -2.484 2.717 -1.216 0.009 1.148
H -1.693 -1.759 2.813 0.033 -0.131 0.095
H -1.997 -2.978 1.964 0.001 -0.103 -0.584
O 1.445 1.946 -1.875 0.251 1.918 -0.863
H 1.153 1.141 -1.481 -0.341 -1.451 0.453
H 2.237 1.768 -2.384 0.252 -0.181 0.388
```
Forces are in eV/Å.

Its charge is -1. The energy above the lowest of the compared OMol25 structures with the same formula, charge and spin comes out at 2.924 eV.


Record 3
Computed, not measured: 16 unconnected molecules or ions with the total composition H32O16, with ωB97M-V/def2-TZVPD.

Geometry as XYZ:
```
48
Properties=species:S:1:pos:R:3:forces:R:3
O 1.904 0.381 -3.009 0.718 -0.339 -0.016
H 2.514 -0.364 -2.861 -0.314 0.444 0.066
H 1.045 -0.047 -3.008 0.131 -0.203 0.253
O -0.061 0.119 -0.064 -0.937 0.023 -2.334
H 0.225 0.825 -0.704 0.023 -0.655 0.592
H 0.332 0.375 0.749 0.455 0.777 1.832
O 3.931 0.764 1.079 -0.801 0.758 -0.780
H 3.182 0.207 0.816 0.066 -1.350 0.740
H 3.852 1.271 0.258 0.968 0.607 0.149
O -2.359 0.573 2.068 1.351 0.239 -0.543
H -3.231 0.294 2.243 -1.822 -0.334 0.468
H -2.377 0.757 1.115 -0.077 0.076 0.146
O -2.179 -2.068 -0.699 0.672 -3.156 -0.445
H -2.818 -2.763 -0.461 0.258 0.591 -0.145
H -2.572 -1.259 -0.545 -1.466 2.878 0.625
O 0.443 2.439 -1.247 -0.211 0.396 0.656
H -0.382 2.920 -1.116 -0.136 0.069 -0.204
H 1.120 3.096 -1.055 0.217 0.039 0.201
O -0.782 2.173 4.005 -0.848 0.397 1.103
H -0.214 1.737 3.356 -0.539 -0.416 0.065
H -1.559 1.617 4.203 0.831 0.381 -0.549
O -2.660 1.141 -0.701 -0.730 0.768 3.435
H -1.725 1.207 -0.564 1.034 -0.310 -0.422
H -2.839 0.926 -1.566 -0.237 -0.624 -3.314
O 1.444 3.113 -3.577 0.244 0.827 -0.841
H 0.714 3.123 -4.215 0.285 -0.140 0.618
H 1.191 2.615 -2.792 -0.405 -0.375 -0.774
O -0.033 -3.442 0.191 0.976 0.726 0.512
H -0.636 -2.765 0.501 0.274 0.880 0.591
H -0.703 -4.002 -0.131 -0.770 -1.808 -0.939
O 1.425 -1.841 3.052 -0.051 -0.048 1.929
H 0.497 -1.726 2.797 0.023 -0.281 -0.264
H 1.382 -2.087 4.024 0.184 0.417 -1.794
O -1.059 0.721 -3.376 -0.521 1.361 -0.479
H -0.483 0.918 -4.115 0.008 0.700 -0.400
H -0.760 -0.157 -3.201 -0.070 -1.661 0.749
O 0.849 1.095 2.317 0.055 1.909 -1.219
H 1.409 0.482 2.739 1.254 -1.861 0.980
H 1.429 1.881 2.239 -0.352 -0.464 -0.149
O -1.435 -1.927 2.469 0.069 -1.092 -2.305
H -1.735 -1.050 2.226 -0.153 0.977 0.055
H -1.266 -1.934 3.374 0.066 0.027 2.438
O 2.303 -1.146 0.000 0.124 -0.585 0.092
H 2.045 -2.037 0.277 0.387 -0.045 0.085
H 1.436 -0.742 -0.098 -0.354 0.121 -0.501
O -0.056 -1.521 -2.466 0.719 0.881 -0.439
H -0.248 -2.344 -2.864 -0.195 -1.441 -0.744
H -0.517 -1.554 -1.640 -0.399 -0.083 1.221
```
Forces are in eV/Å.

Its charge is 0. The energy above the lowest of the compared OMol25 structures with the same formula, charge and spin comes out at 5.147 eV.


Record 4
Computed, not measured: a molecular structure, H32O20S, with ωB97M-V/def2-TZVPD.

Geometry as XYZ:
```
53
Properties=species:S:1:pos:R:3:forces:R:3
S 51.192 56.207 1.289 -2.027 -2.390 2.181
O 52.221 55.873 0.315 -4.305 -8.724 14.273
O 49.999 55.651 0.739 1.447 -2.111 2.662
O 51.532 55.655 2.597 -0.332 0.588 -1.044
O 50.982 57.684 1.409 -1.144 -8.030 2.270
O 54.793 55.857 0.661 7.716 -2.673 0.242
H 55.243 54.914 0.478 -2.178 3.311 0.612
H 53.914 55.815 0.544 -4.449 -0.842 -0.504
O 49.246 53.194 0.645 -0.068 -0.311 0.930
H 48.695 53.241 -0.147 0.588 0.912 0.239
H 49.635 54.067 0.955 -1.074 -1.731 -1.425
O 49.664 53.951 3.733 -2.212 0.875 -0.515
H 50.177 53.327 4.172 1.507 -1.654 1.038
H 50.273 54.562 3.339 0.456 0.602 -0.220
O 53.093 57.118 4.150 -0.423 -2.832 0.779
H 52.509 56.452 3.627 1.575 2.232 1.570
H 53.013 57.947 3.661 0.200 -0.168 -0.294
O 52.185 53.375 0.527 0.608 5.367 -5.480
H 52.412 54.414 0.591 -0.524 -4.395 0.375
H 52.228 52.857 1.237 0.398 -2.367 4.912
O 47.380 58.015 1.723 -3.946 2.933 -4.667
H 47.521 57.119 1.269 -1.112 3.142 0.710
H 48.042 58.129 2.306 3.407 0.175 3.172
O 50.727 57.372 -1.914 0.798 -3.348 -5.612
H 51.658 56.975 -1.948 -1.345 0.705 -0.451
H 50.726 58.037 -1.302 0.516 3.127 1.314
O 52.688 60.634 0.631 0.282 -0.106 -0.512
H 53.335 60.357 -0.071 -1.564 -0.147 1.158
H 52.008 59.916 0.821 1.632 0.935 -1.125
O 47.670 55.977 1.948 2.731 1.106 0.618
H 47.266 55.214 2.032 -2.955 -6.295 0.570
H 48.384 55.860 1.333 0.555 -1.045 0.278
O 52.771 56.600 -1.304 9.169 2.109 -8.532
H 53.808 56.439 -1.361 -3.293 0.768 -0.238
H 52.507 56.431 -0.314 3.095 6.633 -7.177
O 50.624 58.836 -0.216 -2.936 6.105 0.270
H 49.841 59.229 0.299 1.301 -0.491 -1.661
H 50.755 58.061 0.417 -0.671 2.105 -3.339
O 50.402 54.513 -2.537 0.515 1.259 3.007
H 51.125 54.533 -1.816 -1.617 -0.258 -2.031
H 50.628 53.961 -3.246 1.066 -1.285 -1.118
O 49.586 57.431 3.426 -3.582 -6.774 -4.743
H 49.882 58.060 3.901 3.408 6.899 5.446
H 50.173 57.346 2.647 -1.284 0.796 1.677
O 52.974 53.793 3.515 -5.456 -3.765 1.737
H 53.833 53.810 3.418 6.758 0.579 -0.790
H 52.586 54.608 3.364 -0.723 2.300 -0.652
O 48.791 56.621 -0.831 -4.035 -0.481 1.289
H 49.080 56.268 0.076 -0.938 2.161 -4.235
H 49.433 57.213 -1.244 0.082 -0.937 -0.095
O 52.383 58.690 2.508 2.947 6.686 4.524
H 51.715 59.137 3.117 1.303 -0.941 -1.506
H 51.954 57.990 2.082 0.134 -0.309 0.115
```
Forces are in eV/Å.

Its charge is -2. The energy above the lowest of the compared OMol25 structures with the same formula, charge and spin comes out at 20.383 eV.


no.,DFT total energy (Ha),HOMO level (eV)
1,-1146.87339,-13.0033
2,-1503.41861,-6.4867
3,-1223.00962,-10.5552
4,-1921.68421,-2.4616